A single C2H7N3OS molecule, computed with ωB97M-V/def2-TZVPD.

Geometry (Å):
C 0.54 0.24 -2.07
C 0.28 -0.01 0.38
H -0.11 -0.51 -2.50
H 0.01 1.21 -2.11
H 1.42 0.29 -2.70
H 1.85 -0.63 1.31
H 0.39 -0.43 3.84
H -1.48 0.30 1.36
H -2.14 0.84 -1.00
N 0.91 -0.22 -0.73
N 0.96 -0.26 1.55
N -1.02 0.44 0.49
O -1.83 0.00 -0.61
S 0.21 -1.26 2.78

Values from the calculation:
SMILES: C/N=C(\NO)NS
E: -718.0084 Ha
Energy above the lowest of the compared OMol25 structures with the same formula, charge and spin: 177.2 kJ/mol

Löwdin population analysis, charges in e, atoms 1 to 6: number 1, C, carries -0.1465; number 2, C, carries -0.5587; number 3, H, carries 0.0626; number 4, H, carries 0.0746; number 5, H, carries 0.0608; number 6, H, carries 0.0577

=====

A single C2H7N3OS molecule, computed with ωB97M-V/def2-TZVPD.

Geometry (Å):
C 0.21 0.06 0.00
C 1.67 -0.04 0.66
H -2.20 1.24 -1.10
H -1.91 2.53 0.13
H 1.79 -0.50 1.68
H 2.35 0.88 0.74
H 2.30 -0.42 -1.10
H 0.36 -1.74 -0.67
H -2.71 -0.88 -0.23
N -1.73 1.44 -0.06
N -0.38 1.22 0.27
N -0.42 -1.14 -0.52
O 2.51 -0.99 -0.17
S -1.84 -1.66 0.37

Values from the calculation:
SMILES: N/N=C(/CO)NS
E: -717.9562 Ha
Energy above the lowest of the compared OMol25 structures with the same formula, charge and spin: 314.2 kJ/mol

Löwdin population analysis, charges in e, atoms 1 to 6: number 1, C, carries -0.3932; number 2, C, carries -0.1613; number 3, H, carries 0.1469; number 4, H, carries 0.1181; number 5, H, carries 0.1135; number 6, H, carries 0.1267

=====

A single C2H7N3S molecule, computed with ωB97M-V/def2-TZVPD.

Geometry (Å):
C -1.80 -0.41 0.46
C 1.50 -0.03 -0.01
H -1.48 0.20 1.35
H -1.85 -1.44 0.85
H -2.76 -0.13 0.00
H -0.79 0.54 -1.00
H 0.71 -1.72 -0.64
H 0.40 1.73 0.01
H 2.12 1.87 -0.25
N -0.85 -0.40 -0.64
N 0.42 -0.84 -0.23
N 1.34 1.30 0.01
S 3.04 -0.67 0.09

Values from the calculation:
SMILES: CNNC(N)=S
E: -642.8269 Ha
Energy above the lowest of the compared OMol25 structures with the same formula, charge and spin: 67.7 kJ/mol

Löwdin population analysis, charges in e, atoms 1 to 6: number 1, C, carries -0.1235; number 2, C, carries -0.9681; number 3, H, carries 0.0848; number 4, H, carries 0.0795; number 5, H, carries 0.0824; number 6, H, carries 0.0881

=====

A single C2H7N3S molecule, computed with ωB97M-V/def2-TZVPD.

Geometry (Å):
C -2.58 0.27 0.95
C 1.20 0.21 -0.25
H -2.93 -0.54 0.22
H -2.31 -0.25 1.89
H -3.32 1.09 1.15
H 1.63 1.19 0.00
H 3.12 -0.43 -0.70
H 1.00 -2.12 -1.38
H 1.38 -2.18 0.08
N -0.02 -0.04 -0.07
N 2.12 -0.66 -0.85
N 1.81 -2.02 -0.82
S -1.10 1.21 0.42

Values from the calculation:
SMILES: CS/N=C/NN
E: -642.7947 Ha
Energy above the lowest of the compared OMol25 structures with the same formula, charge and spin: 152.2 kJ/mol

Löwdin population analysis, charges in e, atoms 1 to 6: number 1, C, carries -0.4296; number 2, C, carries -0.3588; number 3, H, carries 0.0586; number 4, H, carries 0.0224; number 5, H, carries 0.0307; number 6, H, carries 0.1090

=====

A single C2H7N3S molecule, computed with ωB97M-V/def2-TZVPD.

Geometry (Å):
C -1.07 -1.05 0.32
C 0.43 0.50 -1.05
H -0.88 -1.44 1.41
H -1.61 -1.80 -0.33
H -1.77 0.06 0.20
H 2.30 -1.86 0.30
H 0.65 0.04 -2.13
H 0.28 2.92 1.03
H -0.11 1.27 1.21
N 0.15 -0.59 -0.18
N 0.52 1.75 -0.61
N -0.06 2.02 0.51
S 1.20 -1.81 -0.67

Values from the calculation:
SMILES: CN(S)/C=N\N
E: -642.7092 Ha
Energy above the lowest of the compared OMol25 structures with the same formula, charge and spin: 376.7 kJ/mol

Löwdin population analysis, charges in e, atoms 1 to 6: number 1, C, carries -0.2237; number 2, C, carries -0.3135; number 3, H, carries 0.1010; number 4, H, carries 0.0720; number 5, H, carries 0.1621; number 6, H, carries -0.0727

=====

A gas-phase ion, C2H7N3S2 (charge +2), computed with ωB97M-V/def2-TZVPD.

Geometry (Å):
C -1.61 -0.26 -0.07
C 0.63 0.77 0.16
N -0.25 -0.17 0.31
N -2.29 -1.31 0.08
N 0.42 2.04 0.12
S 3.27 -1.43 0.08
S 2.69 0.45 0.27
H -1.94 0.70 -0.61
H 0.15 -1.14 0.51
H -3.24 -1.40 -0.31
H -1.74 -2.17 0.54
H -0.43 2.59 0.09
H 1.23 2.64 0.11
H 3.09 -1.30 -1.28

Values from the calculation:
SMILES: [NH2+]=CNC(=[NH2+])SS
E: -1040.3497 Ha
Charge: +2
Energy above the lowest of the compared OMol25 structures with the same formula, charge and spin: 76.3 kJ/mol

Löwdin population analysis, charges in e, atoms 1 to 6: number 1, C, carries -0.0355; number 2, C, carries -0.4633; number 3, N, carries 0.0892; number 4, N, carries 0.2605; number 5, N, carries 0.2058; number 6, S, carries 0.4480

=====

A gas-phase ion, C2H7N4 (charge +1), computed with ωB97M-V/def2-TZVPD.

Geometry (Å):
C -1.11 1.89 0.44
C 0.04 -0.80 -0.19
N 0.89 0.08 -0.31
N 1.14 1.25 -0.04
N 0.14 1.98 0.50
N 0.56 -2.26 -0.46
H -1.68 1.08 -0.13
H -1.70 2.70 0.89
H -0.86 -1.06 0.36
H 0.49 2.89 0.73
H 0.83 -2.27 -1.45
H -0.18 -3.06 -0.26
H 1.44 -2.42 -0.08

Values from the calculation:
E: -299.0189 Ha
Charge: +1
Energy above the lowest of the compared OMol25 structures with the same formula, charge and spin: 533.4 kJ/mol

Löwdin population analysis, charges in e, atoms 1 to 6: number 1, C, carries 0.1029; number 2, C, carries -0.1840; number 3, N, carries -0.0465; number 4, N, carries -0.0142; number 5, N, carries -0.0147; number 6, N, carries 0.1752

=====

A gas-phase ion, C2H7N4 (charge +1), computed with ωB97M-V/def2-TZVPD.

Geometry (Å):
C -1.11 -1.01 0.11
C 0.87 1.32 -0.32
N 1.59 0.36 0.44
N -1.22 0.17 0.14
N -1.28 -2.25 -0.04
N -0.65 1.28 -0.03
H 1.08 2.28 -0.25
H 1.11 1.13 -1.32
H 1.68 0.72 1.39
H -0.79 -2.82 0.62
H -1.48 -2.63 -1.03
H 1.42 -0.65 0.37
H -1.22 2.10 -0.08

Values from the calculation:
SMILES: NCNN=C=[NH2+]
E: -299.0784 Ha
Charge: +1
Energy above the lowest of the compared OMol25 structures with the same formula, charge and spin: 377.1 kJ/mol

Löwdin population analysis, charges in e, atoms 1 to 6: number 1, C, carries -0.1072; number 2, C, carries -0.1694; number 3, N, carries 0.0532; number 4, N, carries 0.1077; number 5, N, carries 0.2069; number 6, N, carries 0.0361

=====

2 unconnected molecules or ions with the total composition C2H7N4O, computed with ωB97M-V/def2-TZVPD.

Geometry (Å):
C 1.42 1.28 2.39
C -0.32 -0.68 -0.25
N 1.29 2.40 2.76
N -1.37 -0.88 -1.03
N 0.96 -0.50 -0.54
N -1.45 -0.42 -2.31
O 1.36 0.22 1.92
H -0.69 -0.73 0.79
H 0.96 2.88 3.49
H -2.17 -1.04 -0.47
H -2.21 -0.89 -2.75
H 1.50 -0.67 0.33
H 1.29 -0.52 -1.48
H -0.57 -0.45 -2.84

Values from the calculation:
E: -374.3853 Ha
Charge: +1
Energy above the lowest of the compared OMol25 structures with the same formula, charge and spin: 168.8 kJ/mol

Löwdin population analysis, charges in e, atoms 1 to 6: number 1, C, carries -0.3513; number 2, C, carries -0.1294; number 3, N, carries 0.2666; number 4, N, carries -0.0158; number 5, N, carries 0.1884; number 6, N, carries 0.0991

=====

A gas-phase ion, C2H7N4O (charge +1), computed with ωB97M-V/def2-TZVPD.

Geometry (Å):
C -0.13 -0.87 -0.01
C 0.98 1.44 -0.03
N 2.21 -0.71 0.11
N -1.28 -0.20 -0.24
N 0.99 -0.04 0.01
N 0.01 -2.16 0.03
O 3.19 0.00 0.16
H 0.09 1.93 -0.52
H 0.92 1.93 0.97
H 1.91 1.64 -0.64
H -1.46 0.80 -0.15
H -2.15 -0.76 -0.40
H -0.86 -2.66 -0.06
H 0.95 -2.52 0.10

Values from the calculation:
SMILES: CN(N=O)C(N)=[NH2+]
E: -374.3548 Ha
Charge: +1
Energy above the lowest of the compared OMol25 structures with the same formula, charge and spin: 249.0 kJ/mol

Löwdin population analysis, charges in e, atoms 1 to 6: number 1, C, carries -0.3578; number 2, C, carries -0.0025; number 3, N, carries 0.0125; number 4, N, carries 0.2055; number 5, N, carries -0.0853; number 6, N, carries 0.2478

=====

A gas-phase ion, C2H7N4O (charge +1), computed with ωB97M-V/def2-TZVPD.

Geometry (Å):
C -0.56 -0.40 -0.78
C 0.99 -0.56 1.14
N -1.76 -0.48 -0.53
N -0.74 2.24 0.14
N 0.24 -0.95 -1.70
N 0.31 0.29 0.19
O -0.03 1.41 0.81
H 1.88 -1.11 0.57
H 1.41 0.12 1.95
H 0.31 -1.40 1.54
H -2.30 -0.14 0.26
H -1.00 2.95 0.80
H 0.03 -1.35 -2.63
H 1.21 -0.61 -1.74

Values from the calculation:
E: -374.1903 Ha
Charge: +1
Energy above the lowest of the compared OMol25 structures with the same formula, charge and spin: 680.8 kJ/mol

Löwdin population analysis, charges in e, atoms 1 to 6: number 1, C, carries -0.5104; number 2, C, carries 0.0004; number 3, N, carries 0.2346; number 4, N, carries 0.2548; number 5, N, carries 0.1873; number 6, N, carries -0.0757

=====

A molecular structure, C2H7N4S, computed with ωB97M-V/def2-TZVPD.

Geometry (Å):
C -1.70 0.23 -0.32
C 2.15 1.65 0.33
N -0.70 -0.32 -0.12
N 0.24 -1.15 -0.09
N 0.07 -2.52 0.11
N -2.68 0.97 -0.04
S 2.08 0.06 -0.22
H 2.36 1.79 1.33
H 1.76 2.48 -0.19
H 0.30 -3.12 -0.67
H 0.59 -2.77 0.94
H -3.57 1.05 -0.53
H -2.64 1.40 0.88
H 1.74 0.25 -1.42

Values from the calculation:
E: -697.1551 Ha
Charge: +1
Energy above the lowest of the compared OMol25 structures with the same formula, charge and spin: 501.1 kJ/mol

Löwdin population analysis, charges in e, atoms 1 to 6: number 1, C, carries -0.1252; number 2, C, carries -0.2689; number 3, N, carries 0.0457; number 4, N, carries -0.3243; number 5, N, carries 0.0516; number 6, N, carries 0.1776